[1]
{
  "formula": "C40H34BiF3N3O7P2S",
  "method": "ωB97M-V/def2-TZVPD",
  "species": ["Bi", "O", "C", "O", "C", "O", "C", "C", "O", "O", "H", "H", "H", "H", "H", "N", "P", "C", "C", "C", "C", "C", "C", "C", "C", "C", "C", "C", "C", "P", "C", "C", "C", "C", "C", "C", "C", "C", "C", "C", "C", "C", "H", "H", "H", "H", "H", "H", "H", "H", "H", "H", "H", "H", "H", "H", "H", "H", "H", "H", "H", "H", "H", "S", "C", "C", "C", "N", "C", "C", "C", "C", "C", "N", "C", "C", "H", "H", "H", "H", "H", "H", "H", "H", "F", "C", "F", "F", "C", "O", "O"],
  "xyz": [[-0.25200, -0.02470, -0.64150], [1.63470, 1.18530, 3.23790], [1.03310, 1.27670, 2.08620], [0.11630, 0.53310, 1.76940], [1.52490, 2.44230, 1.25100], [1.34230, 2.27080, -0.12770], [2.50730, 1.81380, -0.81430], [2.97690, 0.41870, -0.33010], [4.15290, 0.15650, -0.26980], [2.01000, -0.36980, -0.00990], [1.32190, 0.42620, 3.76690], [0.91300, 3.30310, 1.55500], [2.56800, 2.65330, 1.51390], [2.20470, 1.73950, -1.86070], [3.33420, 2.52420, -0.71840], [-1.11180, -3.16100, -0.09660], [-2.17430, -1.85370, 0.23260], [-2.57960, -2.27820, 1.96650], [-2.05700, -1.52520, 3.00840], [-2.30800, -1.89590, 4.31770], [-3.08150, -3.01330, 4.58350], [-3.59890, -3.76940, 3.54280], [-3.34920, -3.40600, 2.23270], [-3.72390, -2.28710, -0.60720], [-4.82240, -1.45720, -0.40240], [-6.02950, -1.75250, -1.00890], [-6.14000, -2.86660, -1.82700], [-5.04440, -3.68860, -2.03460], [-3.83440, -3.40380, -1.42510], [0.48810, -2.50920, 0.13600], [1.59710, -3.72610, -0.63280], [1.12550, -4.99660, -0.94370], [1.97350, -5.90850, -1.54360], [3.28530, -5.56020, -1.82550], [3.75900, -4.30270, -1.48690], [2.91970, -3.37940, -0.88890], [0.74800, -2.85690, 1.90190], [1.76970, -2.18420, 2.56070], [2.04410, -2.48090, 3.88340], [1.29930, -3.44230, 4.54820], [0.28710, -4.11760, 3.88540], [0.01440, -3.83740, 2.55880], [-1.19340, -3.43500, -1.07700], [-1.44050, -0.67100, 2.77530], [-1.91090, -1.30540, 5.13000], [-3.28400, -3.30120, 5.60360], [-4.20980, -4.63380, 3.75370], [-3.74110, -3.99460, 1.41310], [-4.72660, -0.58730, 0.23440], [-6.88370, -1.11420, -0.84810], [-7.08280, -3.10210, -2.29470], [-5.12390, -4.55430, -2.67470], [-2.98860, -4.05340, -1.59520], [0.10550, -5.26370, -0.70960], [1.61070, -6.89380, -1.78890], [3.93870, -6.27050, -2.30810], [4.78580, -4.03820, -1.69190], [3.28420, -2.39730, -0.62650], [2.35270, -1.46020, 2.01330], [2.85680, -1.98400, 4.39100], [1.51940, -3.67280, 5.57990], [-0.28030, -4.87930, 4.39960], [-0.75930, -4.37210, 2.02780], [-5.32420, 4.67660, 0.34100], [-4.02480, 3.53120, 0.16420], [-3.86390, 2.54770, 1.14970], [-2.87230, 1.60600, 0.99800], [-2.05030, 1.58410, -0.04760], [-2.19050, 2.51940, -0.98450], [-3.14780, 3.50750, -0.92280], [-4.73870, 6.01050, -0.72170], [-3.97530, 7.00700, -0.13650], [-3.50490, 8.02440, -0.95720], [-3.76140, 8.08460, -2.24920], [-4.51300, 7.14510, -2.78900], [-5.03970, 6.07470, -2.07160], [-4.51490, 2.53730, 2.00780], [-2.71420, 0.83560, 1.73670], [-1.52660, 2.44840, -1.82970], [-3.22630, 4.23040, -1.71840], [-3.75920, 6.98510, 0.91960], [-2.88810, 8.81700, -0.55890], [-4.69780, 7.24380, -3.84970], [-5.65130, 5.32700, -2.55340], [-2.11470, -0.55310, -5.51850], [-2.56250, -0.99390, -4.34600], [-3.78410, -0.47110, -4.15940], [-2.70950, -2.31830, -4.42490], [-1.62330, -0.59120, -3.17580], [-1.12130, 0.52370, -3.17350], [-1.46480, -1.45800, -2.28080]],
  "atomic_forces_ev_per_a": [[0.4, 0.3, -0.2], [0.4, 0.1, 0.6], [-0.3, -0.2, -0.3], [-0.1, 0.1, -0.2], [0.2, 0.3, 0.2], [-0.3, -0.1, 0.2], [0.5, -0.3, -0.1], [0.0, 0.7, -0.1], [0.4, 0.0, -0.1], [-0.1, -0.1, 0.0], [-0.1, 0.1, -0.3], [0.1, -0.1, 0.1], [-0.1, 0.0, -0.1], [0.1, 0.1, 0.0], [-0.2, 0.0, 0.0], [0.4, -0.1, -0.5], [-0.8, -1.2, 0.9], [0.0, 0.5, -0.3], [-0.2, 0.0, -0.2], [-0.1, 0.1, 0.2], [0.1, 0.1, 0.1], [0.0, -0.1, -0.1], [0.0, 0.0, -0.1], [0.3, 0.2, -0.1], [0.2, 0.0, 0.0], [0.0, 0.0, 0.0], [0.0, 0.0, 0.1], [0.0, 0.0, 0.0], [0.0, 0.1, 0.0], [-0.4, -1.5, 0.4], [-0.2, 0.4, -0.2], [-0.1, 0.1, 0.0], [0.0, -0.1, 0.0], [0.0, 0.0, 0.0], [0.1, -0.1, 0.0], [-0.1, 0.1, 0.0], [0.1, 0.3, -0.1], [0.0, 0.0, 0.0], [0.1, 0.0, 0.1], [0.0, 0.0, 0.1], [0.0, -0.1, 0.0], [0.1, -0.1, -0.1], [0.0, 0.0, 0.1], [0.1, 0.1, 0.1], [0.1, 0.0, 0.1], [0.0, 0.0, 0.1], [0.0, -0.1, 0.0], [-0.1, 0.0, 0.0], [-0.1, 0.1, 0.1], [-0.1, 0.1, 0.0], [-0.1, 0.0, -0.1], [0.0, -0.1, 0.0], [0.0, -0.1, -0.1], [-0.1, -0.1, 0.0], [0.0, -0.1, 0.0], [0.1, -0.1, 0.0], [0.1, 0.0, 0.0], [0.1, 0.1, 0.0], [0.2, 0.1, 0.0], [0.1, 0.1, 0.1], [0.0, 0.0, 0.1], [-0.1, 0.0, 0.0], [0.0, 0.0, 0.0], [-0.1, 0.4, -0.3], [0.4, -0.3, -0.2], [-0.1, 0.1, -0.2], [-0.2, 0.1, 0.2], [0.0, 0.1, -0.1], [-0.2, 0.2, 0.0], [-0.1, 0.0, 0.2], [-0.2, -0.3, 0.4], [0.0, 0.1, -0.2], [0.1, -0.1, 0.5], [0.2, 0.4, -0.3], [-0.3, -0.4, -0.1], [0.1, 0.1, 0.0], [0.0, -0.1, 0.2], [-0.1, -0.1, 0.2], [0.1, 0.1, -0.2], [0.1, 0.0, -0.1], [0.1, 0.0, 0.1], [0.0, 0.1, 0.1], [-0.1, -0.1, -0.1], [0.0, -0.1, 0.0], [0.2, 0.0, 0.1], [-0.2, -0.1, -0.2], [0.0, 0.1, 0.2], [0.1, -0.1, 0.0], [-0.3, -0.2, -0.6], [0.1, 0.8, -0.2], [0.4, -0.5, 0.5]],
  "relative_energy_kj_mol": 45.2,
  "gap_ev": 8.06,
  "e_tot_ha": -3830.617874,
  "fmax_ev_per_a": 1.7,
  "total_charge": 1,
  "lumo_ev": -3.1
}


[2]
{
  "formula": "C5H16N2O",
  "method": "ωB97M-V/def2-TZVPD",
  "species": ["C", "N", "C", "C", "C", "C", "N", "H", "H", "H", "H", "H", "H", "H", "H", "H", "H", "H", "H", "H", "H", "O", "H", "H"],
  "xyz": [[-0.67767, 0.76306, -1.22843], [-0.27832, 0.64285, 0.18110], [0.94710, -0.11301, 0.46156], [2.25460, 0.54356, 0.02725], [0.95469, -0.54604, 1.91770], [0.15213, -1.75835, 2.37145], [-1.13658, -1.87784, 1.70621], [-1.66165, 0.30696, -1.25243], [-0.59908, 1.77814, -1.61446], [-0.03016, 0.20440, -1.90896], [-0.32671, 1.48266, 0.73619], [0.76651, -1.01284, -0.14162], [2.74812, 0.93037, 0.92505], [2.01456, 1.42337, -0.57833], [2.95317, -0.05778, -0.54767], [1.96637, -0.68794, 2.29342], [0.52854, 0.33549, 2.43020], [0.75912, -2.63692, 2.14303], [-0.05790, -1.68660, 3.44363], [-1.61815, -1.03012, 1.45818], [-1.83899, -2.45269, 2.15586], [-2.23785, 1.93114, -5.01155], [-3.00595, 2.46010, -4.77839], [-2.57593, 1.05803, -5.18900]],
  "atomic_forces_ev_per_a": [[0.4, -0.1, 0.7], [0.6, -0.2, 0.3], [-0.8, -1.6, -1.1], [-0.2, 1.1, 0.3], [-0.5, 1.0, 0.9], [-0.8, 0.1, -0.3], [-0.8, -0.5, -0.9], [-0.4, 0.4, -0.8], [-0.6, 0.2, 0.1], [0.1, -0.3, 0.3], [0.0, 0.3, -0.3], [0.4, -0.1, 0.0], [0.3, 0.0, -0.2], [0.1, -0.1, -0.1], [-0.1, -0.3, 0.2], [0.1, 0.1, -0.1], [0.3, -0.1, 0.3], [-0.2, -0.2, 0.2], [0.8, -0.1, 0.2], [0.5, 0.5, 0.0], [0.6, -0.2, 0.3], [0.2, 0.4, 0.1], [0.0, 0.0, 0.0], [-0.2, -0.4, -0.1]],
  "relative_energy_kj_mol": 117.0,
  "gap_ev": 9.30,
  "e_tot_ha": -384.813525,
  "fmax_ev_per_a": 2.1,
  "lumo_ev": 0.9
}


[3]
{
  "formula": "C27H54O27",
  "method": "ωB97M-V/def2-TZVPD",
  "species": ["C", "O", "C", "O", "O", "C", "H", "H", "H", "H", "H", "H", "C", "O", "C", "O", "O", "C", "H", "H", "H", "H", "H", "H", "C", "O", "C", "O", "O", "C", "H", "H", "H", "H", "H", "H", "C", "O", "C", "O", "O", "C", "H", "H", "H", "H", "H", "H", "C", "O", "C", "O", "O", "C", "H", "H", "H", "H", "H", "H", "C", "O", "C", "O", "O", "C", "H", "H", "H", "H", "H", "H", "C", "O", "C", "O", "O", "C", "H", "H", "H", "H", "H", "H", "C", "O", "C", "O", "O", "C", "H", "H", "H", "H", "H", "H", "C", "O", "C", "O", "O", "C", "H", "H", "H", "H", "H", "H"],
  "xyz": [[2.84320, -1.85697, 3.88421], [2.67085, -0.52125, 3.38068], [2.42277, -0.34584, 2.06988], [2.45209, -1.20193, 1.22587], [2.29727, 1.00274, 1.83940], [2.09834, 1.54217, 0.54482], [2.69354, -1.93765, 4.96088], [3.90748, -2.09225, 3.89191], [2.25071, -2.57628, 3.31884], [1.25154, 1.03181, 0.08595], [2.95434, 1.23847, -0.05779], [1.79327, 2.58823, 0.51706], [6.82285, 0.45773, -7.10095], [6.04748, 1.65708, -7.37868], [4.86420, 1.81832, -6.76510], [4.35339, 0.93688, -6.08696], [4.28972, 3.02288, -7.14051], [2.95378, 3.32964, -6.65825], [7.41669, 0.37669, -8.01136], [6.22200, -0.45169, -7.10563], [7.48209, 0.44257, -6.23302], [2.19026, 2.76318, -7.19142], [2.67173, 4.38231, -6.67916], [2.75645, 3.06329, -5.61987], [-0.55163, -0.55442, 17.26257], [-0.25007, -0.62129, 15.82871], [-1.17489, -0.42884, 14.92620], [-2.36190, -0.22776, 15.17347], [-0.59347, -0.30550, 13.66015], [0.69850, -0.80958, 13.28100], [-1.05845, 0.33872, 17.62799], [0.19091, -0.84729, 18.00483], [-1.18538, -1.41035, 17.49459], [0.77640, -1.87972, 13.47292], [1.41674, -0.26078, 13.89014], [0.92360, -0.74690, 12.21634], [-6.59519, 4.47171, -1.97667], [-7.07913, 5.65371, -1.39568], [-8.36875, 5.76153, -1.02947], [-9.17148, 4.84055, -0.86563], [-8.62052, 7.06799, -0.79130], [-9.83149, 7.49849, -0.19554], [-7.39234, 3.92242, -2.47761], [-6.14017, 3.82077, -1.23012], [-5.86028, 4.83105, -2.69702], [-10.01529, 6.83406, 0.64877], [-10.64298, 7.30041, -0.89577], [-10.01301, 8.50172, 0.19003], [-3.53819, -2.31141, -3.89175], [-4.53555, -2.09757, -2.97270], [-5.77747, -2.32226, -3.35842], [-6.13240, -2.75678, -4.51944], [-6.62446, -1.91137, -2.40325], [-8.01493, -2.11380, -2.55765], [-3.23013, -3.33878, -4.08593], [-2.59043, -1.94145, -3.50061], [-3.65708, -1.81791, -4.85633], [-8.59360, -2.03845, -1.63702], [-8.38312, -3.01375, -3.05020], [-8.32637, -1.32739, -3.24517], [-1.71391, -11.15254, 5.35754], [-2.27277, -10.24039, 4.47538], [-2.04329, -8.88739, 4.55797], [-1.24548, -8.34764, 5.37763], [-2.72845, -8.23364, 3.59930], [-2.23952, -7.04008, 3.16045], [-0.67521, -11.36473, 5.10421], [-2.26071, -12.09038, 5.25969], [-1.77239, -10.72111, 6.35681], [-2.43444, -6.43691, 4.04718], [-2.87265, -6.68634, 2.34675], [-1.21887, -6.85481, 2.82570], [0.78869, -7.36912, -4.39347], [-0.33121, -8.16431, -4.60740], [-0.55116, -8.55810, -5.85793], [0.16246, -8.32944, -6.84247], [-1.70882, -9.10249, -5.91390], [-2.14701, -9.51659, -7.14472], [1.11264, -6.60276, -5.09763], [1.66198, -8.02056, -4.36058], [0.67625, -6.88299, -3.42437], [-2.02820, -8.80086, -7.95818], [-3.19372, -9.80551, -7.23971], [-1.61964, -10.40232, -7.49893], [14.13541, 3.64678, -1.07553], [12.92174, 3.69245, -0.29923], [11.88714, 2.88142, -0.57599], [11.73433, 2.22567, -1.67805], [11.03316, 2.92689, 0.48667], [9.79355, 2.19108, 0.41821], [14.77292, 4.42118, -0.64892], [13.97392, 3.77067, -2.14635], [14.65730, 2.72214, -0.82901], [9.28778, 2.36904, 1.36723], [9.92452, 1.10945, 0.38640], [9.26762, 2.37343, -0.51892], [-2.63398, 10.83179, -6.50069], [-2.18855, 9.96824, -5.48905], [-2.47951, 10.11584, -4.19034], [-3.26616, 10.95096, -3.82188], [-1.79625, 9.15650, -3.41801], [-1.84223, 9.16050, -2.00956], [-2.10282, 10.79736, -7.45189], [-2.68773, 11.83354, -6.07443], [-3.61077, 10.53678, -6.88400], [-1.67387, 10.18235, -1.66959], [-1.05305, 8.57719, -1.53515], [-2.80103, 8.73989, -1.70644]],
  "atomic_forces_ev_per_a": [[0.9, -0.2, -0.1], [-0.7, 0.5, 0.2], [1.0, 0.8, -0.6], [-0.5, 0.2, 0.2], [-0.1, -0.4, 1.9], [-0.6, -2.0, -1.1], [-1.1, 0.7, -0.1], [0.1, -0.2, -0.9], [0.2, 0.1, 0.1], [-0.1, -0.2, -0.1], [0.1, 0.7, -0.2], [0.8, 0.0, 0.7], [-0.3, -0.4, -1.4], [0.0, 0.6, 0.7], [-1.3, -1.3, 0.1], [0.4, 1.9, -0.6], [0.4, -0.8, 0.8], [-0.6, -1.0, 0.7], [0.3, 0.1, 0.2], [-0.4, 0.3, 0.3], [-0.4, 0.7, 0.1], [0.3, 0.0, -0.4], [0.9, 0.1, -0.7], [0.8, -0.3, 0.2], [-1.7, -1.5, 0.2], [2.2, -0.1, 2.2], [-1.6, 1.3, -0.8], [2.6, -0.6, -1.2], [-1.9, -0.4, 0.3], [0.2, -0.4, 1.5], [0.1, 0.2, -0.8], [1.5, 0.7, -1.2], [-0.9, 0.2, -0.4], [-0.1, 0.0, 0.4], [0.4, -0.2, -0.3], [-0.7, 0.8, 0.0], [-0.1, -0.6, -0.4], [-1.2, 1.4, 0.6], [-1.5, -1.1, 1.0], [1.7, 1.8, -0.6], [1.5, 0.8, -0.4], [-1.9, -2.3, 0.3], [0.0, 0.0, 0.0], [0.0, 0.1, 0.0], [0.1, -0.4, 0.0], [-0.2, 0.0, 0.1], [-0.1, 0.0, -0.1], [1.6, 0.3, -0.6], [2.8, -0.2, -1.6], [-1.1, 0.1, 1.1], [-2.5, -1.1, -4.6], [1.5, 1.6, 4.9], [1.2, -1.1, 0.5], [-1.3, 0.6, -1.5], [-1.0, -0.4, 0.1], [-0.3, 0.6, 0.5], [-0.6, 0.0, 0.1], [0.8, 0.3, 0.3], [1.0, -0.5, 0.0], [-0.4, 0.2, 0.2], [0.8, -0.1, 1.1], [-1.2, 2.8, -1.8], [3.0, 0.3, 2.3], [-2.9, -1.9, -2.8], [0.3, -4.4, 0.2], [-0.6, 3.5, 0.7], [0.1, 0.2, 0.0], [-0.2, 0.3, 0.1], [0.1, -0.4, 0.2], [0.5, 1.2, -0.4], [-0.2, -0.2, 0.1], [0.3, -1.2, 0.3], [2.3, 0.3, 0.9], [-0.9, 0.0, -0.5], [2.6, 2.1, -2.3], [-0.8, -0.5, 2.1], [-2.2, -0.8, 1.4], [-0.5, -1.2, -3.2], [-1.1, -0.1, -0.6], [0.1, -0.1, 0.3], [-0.2, -0.2, 0.0], [0.4, 0.5, 0.4], [-0.1, 0.3, 1.2], [0.4, -0.1, 0.2], [0.0, -0.4, 0.6], [-0.7, -0.4, 0.1], [-0.6, -1.9, -3.6], [0.5, 2.7, 5.0], [0.8, -0.3, -1.2], [0.4, -0.8, -0.4], [-0.3, 0.3, -0.3], [-0.1, -0.1, 0.2], [-0.2, -0.2, -0.4], [-0.2, 0.6, -0.5], [0.7, -0.1, 0.1], [-0.3, 0.7, 0.4], [-1.6, 1.0, 0.0], [1.9, -2.3, 0.4], [-0.4, 0.0, 0.4], [0.6, -0.5, 0.8], [-0.1, 0.9, -3.0], [-0.8, 1.0, 0.5], [1.2, -0.2, 0.7], [-0.1, 0.1, -0.4], [-0.5, 0.0, 0.7], [-0.5, 0.0, 0.3], [0.2, -0.3, -0.8], [0.0, 0.3, 0.3]],
  "relative_energy_kj_mol": 642.0,
  "gap_ev": 11.01,
  "e_tot_ha": -3092.484667,
  "fmax_ev_per_a": 5.7,
  "lumo_ev": 0.3
}